(1)
Below is a structure of composition C43H42BCdN9S, with properties calculated with wB97M-V/def2-TZVPD.

Atoms and positions in Å:
Cd -0.1318 -0.4486 -0.8026
C 2.8293 2.2887 -4.3058
C 2.7168 1.4330 -3.0874
C 3.5209 0.3704 -2.7211
C 2.9915 -0.0837 -1.5092
N 1.9188 0.6292 -1.1844
N 1.7700 1.5925 -2.1386
B 0.8898 2.8616 -1.8712
N 1.1283 3.3501 -0.4219
N 0.9199 2.5780 0.6586
C 1.2530 3.2977 1.7153
C 1.6842 4.5840 1.3209
C 1.5901 4.5729 -0.0521
C 1.9135 5.6727 -1.0103
C 1.1608 2.7103 3.0614
C 0.7521 1.3844 3.2162
C 0.6627 0.8116 4.4735
C 0.9858 1.5512 5.6055
C 1.3950 2.8696 5.4626
C 1.4805 3.4440 4.2017
N -0.6007 2.6150 -2.1433
N -1.3513 2.0341 -1.1800
C -2.5974 2.0015 -1.6291
C -2.6601 2.5676 -2.9199
C -1.3667 2.9419 -3.2103
C -0.8200 3.5617 -4.4543
C -3.6812 1.4553 -0.7981
C -3.4406 1.1209 0.5329
C -4.4392 0.5616 1.3108
C -5.7025 0.3404 0.7764
C -5.9566 0.6892 -0.5415
C -4.9519 1.2434 -1.3229
C 3.5363 -1.0665 -0.5590
C 4.4030 -2.0758 -0.9703
C 4.9647 -2.9375 -0.0436
C 4.6798 -2.7933 1.3104
C 3.8161 -1.7914 1.7241
C 3.2442 -0.9351 0.7954
H 3.8079 2.1445 -4.7630
H 2.7001 3.3445 -4.0725
H 2.0692 2.0181 -5.0418
H 4.3819 -0.0035 -3.2495
H 1.2894 3.7277 -2.6005
H 2.0243 5.4035 1.9332
H 2.2490 6.5458 -0.4499
H 1.0439 5.9582 -1.6049
H 2.7045 5.3850 -1.7052
H 0.4970 0.8139 2.3337
H 0.3334 -0.2168 4.5622
H 0.9155 1.1043 6.5898
H 1.6473 3.4570 6.3382
H 1.7980 4.4752 4.1015
H -3.5218 2.6928 -3.5553
H -1.6236 4.0482 -5.0078
H -0.3703 2.8107 -5.1087
H -0.0539 4.3038 -4.2290
H -2.4466 1.2701 0.9335
H -4.2198 0.2542 2.3251
H -6.4669 -0.1397 1.3745
H -6.9303 0.4950 -0.9771
H -5.1472 1.4742 -2.3641
H 4.5909 -2.2142 -2.0276
H 5.6140 -3.7375 -0.3788
H 5.1189 -3.4712 2.0336
H 3.5735 -1.6752 2.7738
H 2.5841 -0.1386 1.1181
C -4.1477 -2.5173 -2.0758
C -3.9077 -2.5913 -0.5969
C -4.8016 -3.2141 0.2402
C -4.5964 -3.3103 1.6249
C -3.4129 -2.7730 2.1259
C -2.4758 -2.1333 1.3311
C -1.2370 -1.5725 1.9593
C -2.6938 -1.9555 -0.0947
N -1.9668 -1.2701 -0.9439
H -5.0156 -3.1220 -2.3607
H -3.2638 -2.8599 -2.6216
H -4.3097 -1.4831 -2.3993
H -5.6994 -3.6496 -0.1982
H -5.3098 -3.8081 2.2717
H -3.2063 -2.8535 3.1933
H -1.1879 -1.8487 3.0184
H -1.2183 -0.4749 1.9057
H -0.3253 -1.9375 1.4698
C 1.3647 -4.2921 2.3653
C 1.5994 -4.5777 0.9079
C 2.0578 -5.8211 0.4803
C 2.2256 -5.9585 -0.8873
N 1.9789 -5.0029 -1.7625
C 1.5434 -3.8102 -1.2707
S 1.2187 -2.5411 -2.3686
N 1.3583 -3.5906 0.0604
H 1.2027 -5.2116 2.9300
H 0.5024 -3.6374 2.4751
H 2.2321 -3.7764 2.7840
H 2.2508 -6.6337 1.1683
H 2.5718 -6.9051 -1.3019

## Properties
Total charge: -2
Orbital gap: 3.9260 eV
E_tot: -74763.2615 eV
LUMO level: 4.01 eV
Energy above the lowest of the compared OMol25 structures with the same formula, charge and spin: 107.43 kJ/mol



(2)
Below is a structure of composition C43H42BrN8OSTeZn, with properties calculated with wB97M-V/def2-TZVPD.

Atoms and positions in Å:
Zn 0.5190 0.3119 -0.8420
Br 3.2202 -0.5865 -3.3959
C 1.6191 -1.1352 -4.2589
C 1.7141 -2.1305 -5.2185
C 0.5584 -2.5673 -5.8473
C -0.6628 -1.9994 -5.5183
C -0.7485 -0.9858 -4.5690
C -2.0608 -0.3843 -4.2596
C -2.2230 0.5986 -3.3778
C -1.0745 1.1396 -2.5890
C 0.3168 0.5019 -2.8662
C 0.4127 -0.5343 -3.9149
H 2.6780 -2.5544 -5.4647
H 0.6153 -3.3471 -6.5962
H -1.5680 -2.3372 -6.0100
H -2.9133 -0.7792 -4.8038
H -3.2043 1.0196 -3.1822
H -1.2617 2.1130 -0.8230
N 0.1873 3.3611 1.8177
C 0.6778 4.0257 0.7118
C 1.2689 3.0710 -0.0501
N 1.1421 1.8394 0.5670
C 0.4817 2.0478 1.6766
C 0.1020 1.0348 2.6590
N -0.0947 -0.2344 2.4166
C -0.4232 -0.7905 3.6305
C -0.4243 0.1588 4.6078
N -0.0841 1.3294 3.9759
H -0.4359 3.7544 2.5022
H 0.5373 5.0807 0.5600
H 1.7483 3.1713 -1.0106
H -0.6461 -1.8406 3.7263
H -0.6266 0.1143 5.6630
H 0.0725 2.2131 4.4279
C 5.3490 -1.2514 1.2108
C 4.4976 -2.4967 1.4240
C 3.0944 -2.3130 0.9337
N 2.6635 -1.2665 0.3362
N 1.3394 -1.3701 -0.0270
C 0.7870 -2.5005 0.3100
N -0.4902 -2.8072 0.0333
S 1.8789 -3.5623 1.1131
H 6.3774 -1.4490 1.5114
H 4.9691 -0.4133 1.7943
H 5.3411 -0.9507 0.1643
H 4.4660 -2.7650 2.4829
H 4.9361 -3.3516 0.9028
H -1.1234 -2.0694 -0.2432
H -0.9138 -3.6331 0.4128
C -8.9460 2.5483 4.0526
C -7.7415 2.2171 3.2115
C -6.5873 1.7017 3.7755
C -5.4635 1.3916 3.0087
C -4.2869 0.7966 3.7413
C -5.4866 1.6042 1.6192
Te -3.6922 1.3654 0.4166
N -1.3304 1.1414 -1.1225
C -0.4147 2.3848 -3.0990
O 0.8050 1.8557 -3.3764
C -0.7751 3.7241 -3.2515
C -2.0618 4.1564 -2.8375
C -2.4226 5.4819 -2.9523
C -1.5316 6.4237 -3.4731
C -0.2616 6.0103 -3.8784
C 0.1225 4.6885 -3.7762
C -3.9407 -0.7369 0.2470
C -3.5034 -1.5124 1.3241
C -3.7446 -2.8781 1.3767
C -4.3887 -3.4992 0.3151
C -4.7810 -2.7421 -0.7751
C -4.5782 -1.3606 -0.8329
C -5.0489 -0.6408 -2.0700
C -6.6551 2.1321 1.0382
C -6.7938 2.3815 -0.4449
C -7.7547 2.4226 1.8393
H -8.7430 2.3900 5.1117
H -9.8005 1.9263 3.7783
H -9.2456 3.5891 3.9169
H -6.5537 1.5318 4.8475
H -4.3746 0.9780 4.8136
H -3.3366 1.1980 3.3880
H -4.2488 -0.2834 3.5931
H -2.7570 3.4313 -2.4269
H -3.4106 5.7938 -2.6347
H -1.8229 7.4620 -3.5608
H 0.4309 6.7350 -4.2901
H 1.1051 4.3681 -4.0984
H -2.9780 -1.0331 2.1355
H -3.4323 -3.4508 2.2438
H -4.5855 -4.5643 0.3355
H -5.2734 -3.2268 -1.6112
H -6.1255 -0.7714 -2.2015
H -4.5552 -1.0555 -2.9513
H -4.8344 0.4240 -2.0300
H -5.9155 2.8677 -0.8658
H -7.6656 3.0040 -0.6461
H -6.9260 1.4409 -0.9828
H -8.6478 2.8297 1.3744

## Properties
Total charge: 0
Orbital gap (spin up / spin down): 5.2576 / 6.7688 eV
Multiplicity: 2
E_tot: -195828.0034 eV
LUMO level (spin up / spin down): -0.04 / -0.04 eV
Energy above the lowest of the compared OMol25 structures with the same formula, charge and spin: 197.37 kJ/mol



- Among the records above, which one has the highest E_tot?
  C43H42BCdN9S



- Which value of E_tot does entry 1 give?
  -74763.2615 eV



- The lowest E_tot belongs to which entry?
  C43H42BrN8OSTeZn